Formula: C37H38Br4MnN2O2P2Si2
Source: the Open Molecules 2025 dataset
Level of theory: the ωB97M-V functional and the def2-TZVPD basis

```
! wB97M-V def2-TZVPD RIJCOSX def2/J DEFGRID3
* xyz 0 4
Mn -0.9462 -0.0447 -0.0873
C -3.1562 0.3377 3.1736
Si -1.5055 1.1637 3.0245
C -0.6722 1.1586 4.6984
C -1.6688 2.9372 2.4949
N -0.5432 0.2744 1.8701
P 1.0203 0.0718 1.6187
C 0.9741 -0.3562 -0.0389
P 1.0653 0.1500 -1.6744
N -0.4858 -0.0312 -2.0319
Si -1.4350 0.2174 -3.4843
C -2.4037 1.8058 -3.4481
C -0.2652 0.2997 -4.9394
C -2.5601 -1.2424 -3.6771
C 1.6049 1.8537 -1.9093
C 0.6174 2.8405 -1.9229
C 0.9735 4.1769 -2.0178
C 2.3137 4.5349 -2.0960
C 3.2996 3.5580 -2.0739
C 2.9472 2.2187 -1.9804
C 2.1835 -0.9091 -2.6099
C 2.3099 -2.2254 -2.1629
C 3.0789 -3.1325 -2.8747
C 3.7278 -2.7304 -4.0348
C 3.6023 -1.4244 -4.4876
C 2.8286 -0.5163 -3.7800
C 2.0108 1.4858 2.1432
C 2.7523 1.4134 3.3224
C 3.4237 2.5329 3.7923
C 3.3650 3.7257 3.0872
C 2.6299 3.8041 1.9117
C 1.9522 2.6902 1.4432
C 1.7302 -1.3334 2.4969
C 1.0410 -1.9442 3.5347
C 1.6017 -3.0303 4.1960
C 2.8477 -3.5034 3.8160
C 3.5354 -2.9012 2.7669
C 2.9765 -1.8209 2.1053
H -3.7999 0.8851 3.8673
H -3.0475 -0.6852 3.5424
H -3.6702 0.2933 2.2117
H -1.3065 1.7330 5.3809
H 0.3031 1.6496 4.6705
H -0.5470 0.1634 5.1288
H -2.3616 3.4712 3.1517
H -2.0474 3.0036 1.4735
H -0.6995 3.4424 2.5484
H -1.8044 2.6305 -3.8438
H -2.7335 2.0713 -2.4433
H -3.2934 1.7125 -4.0765
H 0.4312 1.1389 -4.8494
H -0.8492 0.4577 -5.8509
H 0.3091 -0.6204 -5.0639
H -3.1739 -1.3944 -2.7873
H -1.9694 -2.1487 -3.8317
H -3.2296 -1.1170 -4.5319
H -0.4294 2.5645 -1.8509
H 0.2032 4.9371 -2.0285
H 2.5903 5.5786 -2.1751
H 4.3436 3.8379 -2.1271
H 3.7211 1.4626 -1.9397
H 1.8030 -2.5324 -1.2552
H 3.1697 -4.1526 -2.5252
H 4.3305 -3.4377 -4.5899
H 4.1022 -1.1124 -5.3953
H 2.7180 0.4932 -4.1544
H 2.8072 0.4841 3.8740
H 3.9936 2.4714 4.7102
H 3.8908 4.5969 3.4563
H 2.5784 4.7335 1.3594
H 1.3631 2.7671 0.5413
H 0.0569 -1.5849 3.8062
H 1.0603 -3.5105 5.0006
H 3.2822 -4.3513 4.3296
H 4.5024 -3.2807 2.4636
H 3.5030 -1.3584 1.2771
Br -7.6291 1.1788 -0.7287
C -5.9579 0.3269 -0.5445
C -5.8621 -1.0597 -0.5221
Br -7.4003 -2.1356 -0.6881
C -4.6095 -1.6736 -0.3755
Br -4.3722 -3.5405 -0.3308
C -3.4724 -0.8986 -0.2620
O -2.2351 -1.3886 -0.1096
C -3.5662 0.4986 -0.3014
O -2.4064 1.1570 -0.1830
C -4.7994 1.1072 -0.4289
Br -4.8202 2.9931 -0.4086
*
```

Values from the calculation:
E_HOMO (spin up / spin down)   -0.27254 / -0.27871 hartree
Max |F|   0.96 eV/Å
Kohn-Sham gap (spin up / spin down)   5.78 / 7.64 eV